(1)
The following is a DFT calculation (the ωB97M-V functional and the def2-TZVPD basis) of a 2-piece molecular cluster, C5H17N2O overall in a non-equilibrium geometry.

The geometry in XYZ format:
```
25
Properties=species:S:1:pos:R:3:forces:R:3:lowdin_charge:R:1
C -0.1898 -1.4537 -1.2930 -0.87 -1.51 0.28 -0.213
N -0.9670 -0.4415 -1.9976 -1.08 0.36 -0.17 -0.139
C -2.3878 -0.2598 -1.4988 1.75 -0.10 1.51 -0.062
C -0.0917 -1.2625 0.2292 0.00 0.50 -0.57 -0.100
N 0.9192 -0.2138 0.6241 -0.11 -0.60 1.08 0.038
C 0.5488 0.6406 1.8506 0.15 1.46 -1.22 -0.158
C 1.8541 1.0312 2.4978 1.39 -0.02 0.67 -0.077
H 0.7801 -1.5770 -1.7639 0.36 0.30 0.04 0.125
H -0.6588 -2.4574 -1.4386 0.17 0.45 0.34 0.138
H -1.1876 -0.8131 -2.9128 1.00 0.11 -0.33 0.108
H -2.5085 -0.8938 -0.6225 -0.50 -0.59 -0.23 0.058
H -3.0801 -0.5719 -2.2832 -0.18 0.75 0.37 0.097
H -2.4405 0.7242 -0.9999 -0.67 -0.02 -1.11 0.087
H 0.2212 -2.1796 0.7158 -0.20 -0.14 0.01 0.137
H -1.0550 -0.9278 0.6276 0.30 -0.23 0.01 0.111
H 1.1399 0.3652 -0.2006 -0.11 0.51 0.56 0.124
H 1.7788 -0.6620 0.9540 -0.08 -0.17 -0.64 0.164
H -0.1949 0.1607 2.4795 0.18 -0.38 -0.13 0.129
H 0.1191 1.5575 1.4101 -0.13 -0.52 0.24 0.126
H 2.5874 1.1866 1.6885 -0.07 -0.05 0.30 0.092
H 1.8646 1.9915 3.0244 -0.55 -0.19 -0.11 0.094
H 2.2978 0.3098 3.2276 -0.56 0.22 -0.71 0.103
H 0.1511 1.1882 -1.7420 -0.07 0.21 -0.03 0.018
H -0.0689 2.6453 -1.3577 0.74 -0.40 0.25 0.078
O 0.5685 1.9132 -1.2187 -0.85 0.03 -0.37 -0.081
```
Forces are in eV/Å.

## Properties
Net charge ... +1
DFT total energy ... -10481.6087 eV
Relative energy (zero: lowest compared OMol25 entry of this formula, charge and spin) ... 30.6 kcal/mol
Strongest force on any atom ... 2.3 eV/A

***

(2)
The following is a DFT calculation (the ωB97M-V functional and the def2-TZVPD basis) of a 2-piece molecular cluster, C5H17N2O overall in a non-equilibrium geometry.

The geometry in XYZ format:
```
25
Properties=species:S:1:pos:R:3:forces:R:3:lowdin_charge:R:1
C 0.2105 -0.6191 0.8686 -2.40 -0.37 -0.66 -0.193
N -0.7841 -1.5916 0.2884 0.76 2.43 -0.36 -0.121
C -1.5882 -2.1650 1.3415 -0.09 -1.89 0.17 -0.134
C 1.0375 0.0478 -0.1733 1.32 -0.31 0.21 -0.345
N 0.2362 1.0245 -1.0306 0.98 -2.45 -0.95 0.062
C 0.3124 0.5261 -2.4798 -1.35 0.07 0.84 0.030
C 2.2853 0.7076 0.4148 -0.39 0.32 0.22 -0.021
H 0.7946 -1.1867 1.5752 0.62 0.46 0.56 0.128
H -0.3638 0.2280 1.3057 0.33 -0.86 0.54 0.122
H -0.2506 -2.2658 -0.2419 -0.21 -0.39 0.13 0.105
H -2.5207 -2.6352 0.9415 0.56 0.81 0.41 0.096
H -1.0412 -3.0057 1.8119 -0.19 0.24 0.09 0.087
H -1.7529 -1.4486 2.1521 -0.38 0.01 -0.41 0.081
H 1.4483 -0.6910 -0.8737 -0.42 -0.01 0.17 0.136
H 0.6925 1.9316 -1.0011 -0.65 0.28 0.45 0.166
H -0.7546 0.9659 -0.7318 0.46 0.93 0.01 0.127
H 1.2582 0.0640 -2.7147 0.49 0.51 0.08 0.094
H -0.4228 -0.2952 -2.5384 0.07 0.65 -0.23 0.114
H 0.0697 1.4068 -3.0633 -0.05 -0.38 -0.60 0.102
H 2.1670 1.6792 0.9026 -0.45 0.19 -0.47 0.097
H 2.6659 0.1269 1.2535 0.29 -0.47 -0.47 0.095
H 2.9667 0.7697 -0.4198 0.79 0.28 0.25 0.087
H -2.3481 1.5250 1.1896 0.36 -0.79 -0.20 0.062
H -2.4044 2.8522 0.7226 0.40 0.60 -0.76 0.072
O -1.9132 2.0486 0.5005 -0.84 0.13 0.98 -0.049
```
Forces are in eV/Å.

## Properties
Net charge ... +1
DFT total energy ... -10481.5102 eV
Relative energy (zero: lowest compared OMol25 entry of this formula, charge and spin) ... 32.8 kcal/mol
Strongest force on any atom ... 2.8 eV/A

***

(3)
The following is a DFT calculation (the ωB97M-V functional and the def2-TZVPD basis) of a 3-piece molecular cluster, C5H17N2O2 overall in a non-equilibrium geometry.

The geometry in XYZ format:
```
26
Properties=species:S:1:pos:R:3:forces:R:3:lowdin_charge:R:1
C 1.4050 0.9003 1.6188 2.57 -1.12 -1.62 -0.079
C 0.3420 1.9804 1.7568 -1.12 -3.03 1.52 -0.457
C -1.1049 1.6424 1.1018 -0.58 -1.40 2.68 -0.160
C -1.2575 0.2911 0.4212 0.51 2.36 2.57 -0.099
C -0.6805 0.1131 -0.7762 -3.65 -2.97 2.01 -0.041
N -1.2040 -1.2117 -1.3770 2.99 -0.85 1.25 0.165
N 0.6036 3.0836 1.0188 -0.27 3.60 1.03 0.029
H 2.3559 1.1682 0.9641 -2.17 0.01 0.75 0.113
H 1.9955 0.5866 2.5351 -1.52 0.20 -0.68 0.091
H 0.9150 0.0623 1.0679 1.04 0.09 0.92 0.040
H 0.2548 2.0060 2.9389 -0.31 1.00 -2.29 0.169
H -1.7827 1.7978 1.9846 0.04 -1.02 -0.74 0.116
H -1.5078 2.3731 0.4446 0.72 0.99 -0.72 0.092
H -1.7604 -0.2323 1.3205 0.42 -0.95 -2.87 0.172
H -0.0535 0.7365 -1.3506 0.26 0.56 -0.65 0.122
H -0.8478 -1.3266 -2.3476 -0.33 -0.35 0.38 0.113
H -0.8173 -2.0224 -0.7432 -0.55 1.15 -1.79 0.149
H -2.1982 -1.2768 -1.2629 -0.60 0.25 -0.47 0.143
H 1.3441 3.1877 0.4283 2.57 0.17 -1.16 0.056
H 0.2716 3.9068 1.4620 0.02 1.00 -0.27 0.098
H 1.3823 -1.9412 -2.7206 1.14 -0.54 0.57 0.032
H 1.1775 -1.7139 -4.2564 -0.27 0.03 0.97 0.091
O 0.7739 -1.6324 -3.3655 -0.91 0.51 -1.43 -0.039
H 0.5664 -3.8711 0.3627 -1.41 -0.33 -1.46 0.093
H -0.0219 -4.7264 -0.8791 -0.16 1.61 1.15 0.096
O -0.1511 -3.8811 -0.3471 1.56 -1.01 0.37 -0.105
```
Forces are in eV/Å.

## Properties
Net charge ... +1
DFT total energy ... -12526.2744 eV
Relative energy (zero: lowest compared OMol25 entry of this formula, charge and spin) ... 100.4 kcal/mol
Strongest force on any atom ... 5.1 eV/A

***

(4)
The following is a DFT calculation (the ωB97M-V functional and the def2-TZVPD basis) of C5H17N2O3 as an isolated structure in a non-equilibrium geometry.

The geometry in XYZ format:
```
27
Properties=species:S:1:pos:R:3:forces:R:3:lowdin_charge:R:1
C -0.7975 1.1313 0.1601 1.38 0.00 -0.42 -0.258
N -0.7432 1.8817 -1.1017 -0.09 -0.19 0.02 -0.008
C 0.3006 -0.0235 0.3703 -0.76 1.44 3.53 -0.288
C 0.8316 0.1875 1.9438 -1.05 -1.17 -2.40 -0.211
C 1.9815 1.1929 2.0149 -0.50 -1.10 0.16 -0.118
N -0.4441 -1.2981 0.2757 0.58 0.76 -0.70 -0.049
C -0.5742 -1.6908 -1.2036 1.04 0.30 1.45 -0.346
O 0.6526 -1.8255 -1.7925 -0.58 -0.71 0.06 -0.184
H -0.8084 1.8228 1.0254 0.34 -0.08 -0.47 0.096
H -1.7644 0.6337 0.2059 0.00 0.05 -0.40 0.079
H 0.1963 2.2078 -1.3297 -0.09 -0.13 0.41 0.057
H -0.8747 1.1870 -1.8282 -0.01 0.10 -0.30 0.029
H 1.2381 0.1498 -0.1695 -0.62 -0.51 -0.89 0.117
H -0.0935 0.4854 2.4255 0.43 0.14 0.69 0.053
H 1.1020 -0.8232 2.3273 0.11 0.67 -0.15 0.101
H 2.7041 0.9551 1.2290 0.05 0.23 0.11 0.068
H 1.6201 2.2068 1.9130 0.04 0.31 -0.11 0.061
H 2.4558 1.0609 2.9836 0.28 0.34 0.12 0.056
H 0.0783 -2.0028 0.7917 0.05 -0.15 -0.49 0.089
H -1.1797 -0.8756 -1.6354 -0.04 -0.29 -0.13 0.100
H -1.1576 -2.6214 -1.1441 0.01 0.01 -0.40 0.095
H -1.9115 -0.3614 1.6744 -0.12 -0.05 0.75 0.010
H -2.6647 0.8562 2.2388 0.01 -0.02 -0.01 0.028
O -2.2295 0.0456 2.5189 -0.21 -0.41 -0.43 -0.098
H 2.0999 0.0361 -3.1458 0.01 0.28 -0.18 -0.076
H 0.9142 -0.9488 -2.4792 -0.44 0.61 -0.18 -0.034
O 1.1400 0.1133 -3.1900 0.19 -0.44 0.34 -0.368
```
Forces are in eV/Å.

## Properties
Net charge ... -1
DFT total energy ... -14583.4197 eV
Relative energy (zero: lowest compared OMol25 entry of this formula, charge and spin) ... 17.8 kcal/mol
Strongest force on any atom ... 3.9 eV/A

***

(5)
The following is a DFT calculation (the ωB97M-V functional and the def2-TZVPD basis) of a 2-piece molecular cluster, C5H17N3 overall in a non-equilibrium geometry.

The geometry in XYZ format:
```
25
Properties=species:S:1:pos:R:3:forces:R:3:lowdin_charge:R:1
C 0.4525 1.0945 1.8597 -0.04 -0.05 -0.11 -0.081
C -0.8320 0.5226 2.4532 0.02 -0.26 -0.07 -0.512
C -1.9627 0.5062 1.4430 -0.27 0.09 -0.24 -0.085
N -0.6777 -0.8280 3.0026 0.37 0.13 -0.17 0.033
H 0.2737 2.0375 1.3403 -0.02 0.16 0.01 0.068
H 1.2142 1.2706 2.6136 0.06 0.02 0.11 0.081
H 0.8771 0.3771 1.1508 0.05 -0.07 -0.10 0.051
H -1.1538 1.1538 3.2780 0.01 0.15 0.12 0.137
H -2.8516 0.0889 1.8985 -0.20 -0.10 0.09 0.083
H -2.2248 1.5121 1.1025 0.11 0.02 0.00 0.078
H -1.7594 -0.1219 0.5620 0.20 0.00 0.11 0.057
H 0.0831 -0.8374 3.6754 -0.14 0.00 0.15 0.078
H -0.3707 -1.4577 2.2646 -0.15 -0.06 0.01 0.067
N -0.1820 1.0948 -1.8233 0.36 -0.14 2.12 0.300
C 0.0918 -0.2802 -1.8644 -0.40 -0.11 -1.24 -0.191
C 1.2884 -0.6382 -2.7847 0.24 0.01 0.19 -0.246
N 1.5052 -2.0537 -2.6781 0.38 0.08 0.01 0.029
H 0.5778 1.6783 -1.4451 -0.17 0.15 -0.71 0.164
H -1.0919 1.3563 -1.4372 -0.18 0.24 -0.60 0.152
H -0.7981 -0.8200 -2.1800 -0.10 -0.12 0.09 0.148
H 0.3064 -0.5962 -0.8304 0.28 0.02 0.25 0.149
H 0.9936 -0.3848 -3.7968 -0.08 -0.03 -0.20 0.128
H 2.1522 -0.0098 -2.5384 -0.02 0.06 0.20 0.124
H 2.0841 -2.3871 -3.4419 -0.25 -0.08 -0.05 0.098
H 2.0044 -2.2779 -1.8240 -0.07 -0.11 0.02 0.092
```
Forces are in eV/Å.

## Properties
Net charge ... +1
Spin multiplicity ... 2
<S²> ... 0.75
DFT total energy ... -9922.0020 eV
Relative energy (zero: lowest compared OMol25 entry of this formula, charge and spin) ... 2.2 kcal/mol
Strongest force on any atom ... 2.2 eV/A

***

(6)
The following is a DFT calculation (the ωB97M-V functional and the def2-TZVPD basis) of C5H17N3O5P2 as an isolated structure in a non-equilibrium geometry.

The geometry in XYZ format:
```
32
Properties=species:S:1:pos:R:3:forces:R:3:lowdin_charge:R:1
N -1.9122 -1.9811 -0.7063 0.19 0.10 -0.09 -0.252
P -1.3319 -0.6561 -1.2581 -0.67 -0.45 0.03 0.807
N 0.1864 -0.0765 -0.4645 0.23 -0.65 -0.50 -0.258
C 1.4594 -0.6234 -1.0826 -0.34 0.03 -0.09 -0.190
C 1.7711 -2.0886 -0.7947 0.21 -0.02 -0.06 -0.167
C 2.6540 -2.4357 0.4059 -0.12 -0.07 0.15 -0.274
O 3.9047 -1.7821 0.3937 0.08 0.03 -0.32 -0.047
P 0.0976 -0.1646 1.3875 -0.46 0.84 1.22 0.411
N 1.4398 0.2935 1.9516 0.03 -0.33 -0.41 -0.099
O -1.1799 0.6141 1.6985 0.37 -1.64 1.13 -0.158
O -0.4011 -1.6111 1.7754 0.48 -0.32 -0.33 -0.120
H -2.0605 -2.6818 -1.4215 0.12 -0.15 0.11 -0.011
H -1.9700 0.5550 -0.9921 -0.23 -0.08 -0.20 0.027
H -0.9656 -0.7164 -2.6130 0.23 0.43 -0.02 0.027
H 0.1446 0.9403 -0.6667 -0.21 0.13 0.43 0.112
H 2.2673 0.0547 -0.8171 0.05 -0.03 0.14 0.113
H 1.3160 -0.5079 -2.1556 0.04 0.06 -0.06 0.106
H 0.8456 -2.6675 -0.7474 -0.04 -0.02 -0.05 0.098
H 2.3095 -2.4444 -1.6742 -0.03 -0.04 -0.06 0.123
H 2.8829 -3.4969 0.3217 0.02 -0.05 0.04 0.124
H 2.1493 -2.2907 1.3618 -0.05 0.16 0.02 0.096
H 3.7822 -0.8298 0.4441 -0.03 -0.02 0.24 0.065
H 2.1822 0.5689 1.3335 0.14 0.21 0.21 -0.019
H -1.4451 1.4356 1.0922 0.08 1.00 -0.73 -0.035
H -0.2696 -2.3217 1.1367 -0.17 -0.03 0.02 0.053
C -3.0150 3.7840 0.7144 0.12 -0.17 0.08 0.002
C -1.9473 3.2855 -0.2492 -0.20 0.40 -0.03 -0.650
O -1.4000 2.1346 0.0352 0.08 0.80 -0.81 -0.149
O -1.6571 3.9457 -1.2297 0.06 -0.19 -0.02 0.033
H -3.1760 3.0921 1.5390 -0.02 0.01 0.02 0.071
H -2.7122 4.7524 1.1103 -0.01 0.01 -0.04 0.082
H -3.9492 3.9199 0.1714 0.02 0.03 -0.03 0.081
```
Forces are in eV/Å.

## Properties
Net charge ... 0
DFT total energy ... -38746.1282 eV
Strongest force on any atom ... 2.0 eV/A